# 1
Computed, not measured: C33H24AuBr2N3OTe as an isolated structure, with ωB97M-V/def2-TZVPD.

Properties
HOMO level = -13.08 eV
relative energy (zero: lowest compared OMol25 entry of this formula, charge and spin) = 0.0 kJ/mol
net charge = +2
Kohn-Sham gap = 0.2067 hartree

```
65
C33H24AuBr2N3OTe, DFT ωB97M-V/def2-TZVPD
Au -1.63 -0.42 -0.42
Br -7.68 0.41 3.60
C -6.14 0.59 2.53
C -6.07 1.60 1.56
C -4.96 1.73 0.75
C -3.87 0.87 0.88
O -2.82 1.09 0.09
C -3.92 -0.13 1.90
C -2.84 -1.00 2.16
N -1.76 -1.13 1.46
C -0.70 -2.02 1.78
C -0.33 -2.40 3.04
C 0.67 -3.37 3.21
C 1.31 -3.92 2.14
C 0.99 -3.50 0.83
C 1.63 -3.98 -0.34
C 1.27 -3.50 -1.57
C 0.29 -2.51 -1.65
N -0.32 -2.04 -0.58
C 0.00 -2.53 0.66
C -5.07 -0.25 2.71
H -6.91 2.27 1.44
H -4.91 2.51 0.01
H -2.94 -1.64 3.04
H -0.82 -1.96 3.90
H 0.93 -3.68 4.22
H 2.08 -4.67 2.28
H 2.41 -4.73 -0.25
H 1.73 -3.86 -2.48
H 0.00 -2.08 -2.60
H -5.11 -1.02 3.47
Br -1.85 1.93 -6.65
C -1.77 1.26 -4.92
C -1.27 2.04 -3.89
C -1.23 1.51 -2.61
N -1.65 0.27 -2.36
C -2.16 -0.49 -3.35
C -2.23 -0.02 -4.64
H -0.91 3.05 -4.07
H -0.86 2.08 -1.77
H -2.51 -1.48 -3.09
H -2.65 -0.65 -5.42
Te 0.75 1.47 0.92
C 2.34 2.86 1.14
C 2.93 3.04 2.38
C 4.01 3.91 2.50
C 4.47 4.60 1.39
C 3.87 4.41 0.15
C 2.80 3.54 0.02
C 2.03 0.15 -0.14
C 2.91 -0.66 0.58
C 3.85 -1.44 -0.09
C 3.92 -1.41 -1.47
C 3.05 -0.61 -2.19
C 2.10 0.17 -1.53
H 2.57 2.51 3.25
H 4.48 4.05 3.47
H 5.30 5.29 1.49
H 4.23 4.95 -0.71
H 2.34 3.40 -0.94
H 2.87 -0.67 1.66
H 4.54 -2.05 0.48
H 4.66 -2.00 -1.99
H 3.12 -0.56 -3.27
H 1.46 0.82 -2.10
```

Formally, the Mulliken partial charges of the atoms, in units of the elementary charge, are as follows: 0.7901 -0.1184 -0.3148 -0.3835 -0.6024 0.4028 -0.5937 0.2408 0.5384 -0.2228 -0.3856 -0.2117 -1.1110 -0.9013 0.7738 -0.4895 -0.9171 0.0372 -0.0166 0.7643 -0.8565 0.4432 0.4860 0.5447 0.5732 0.4543 0.4845 0.5003 0.4403 0.4935 0.4967 -0.0345 0.1715 -0.6191 -0.2276 0.0358 -0.2727 -0.6506 0.5022 0.5337 0.5274 0.4801 0.3945 0.3856 -0.4282 -0.5145 -0.5139 -0.6130 -0.2500 -0.0453 -0.3752 -0.7037 -0.5913 -0.6848 -0.1510 0.3681 0.3940 0.3933 0.3949 0.3230 0.5634 0.5014 0.4758 0.4758 0.4154

# 2
Computed, not measured: C33H25AsCl5N2O7Rb as an isolated structure, with ωB97M-V/def2-TZVPD.

Properties
HOMO level = -2.81 eV
relative energy (zero: lowest compared OMol25 entry of this formula, charge and spin) = 0.0 kJ/mol
net charge = -2
Kohn-Sham gap = 0.2462 hartree

```
74
C33H25AsCl5N2O7Rb, DFT ωB97M-V/def2-TZVPD
Rb 0.14 -1.10 -0.71
O 0.68 -1.83 1.78
C 1.55 -0.94 1.71
O 2.63 -1.00 1.07
C 1.27 0.38 2.47
C -0.19 0.51 2.92
C -0.31 1.54 4.06
C -0.12 2.87 3.28
C 0.07 2.34 1.85
O -0.80 1.20 1.83
C 1.49 1.73 1.72
C 1.91 1.71 0.23
O 2.99 2.27 -0.05
O 1.10 1.20 -0.59
H 1.94 0.35 3.34
H -0.68 -0.45 3.07
H 0.45 1.39 4.83
H -1.29 1.49 4.52
H 0.73 3.46 3.61
H -1.02 3.49 3.34
H -0.20 3.02 1.04
H 2.22 2.34 2.24
Cl -4.98 -6.69 1.01
C -3.71 -5.75 0.30
C -3.72 -4.36 0.38
Cl -5.01 -3.57 1.21
C -2.71 -3.61 -0.20
Cl -2.72 -1.89 -0.05
C -1.60 -4.19 -0.91
O -0.69 -3.52 -1.45
C -1.65 -5.63 -0.95
Cl -0.35 -6.40 -1.79
C -2.66 -6.37 -0.37
Cl -2.63 -8.10 -0.48
N 3.55 -0.22 -1.83
C 2.74 -1.22 -2.33
N 2.69 -2.35 -1.54
O 2.15 -1.13 -3.40
H 3.65 -0.23 -0.82
H 3.27 0.70 -2.14
H 2.80 -2.18 -0.54
H 1.93 -2.97 -1.79
C -5.68 3.77 -3.06
C -5.62 2.62 -2.29
C -4.40 2.13 -1.86
C -3.21 2.77 -2.20
C -3.27 3.93 -2.97
C -4.50 4.43 -3.40
As -1.53 1.95 -1.53
C -0.26 3.17 -2.34
C 0.21 4.36 -1.80
C 1.20 5.08 -2.46
C 1.72 4.59 -3.65
C 1.26 3.40 -4.19
C 0.26 2.69 -3.54
C -0.31 1.41 -3.99
C 0.01 0.73 -5.16
C -0.62 -0.47 -5.47
C -1.56 -1.01 -4.60
C -1.88 -0.35 -3.43
C -1.26 0.86 -3.12
H -6.63 4.16 -3.40
H -6.54 2.10 -2.02
H -4.36 1.24 -1.24
H -2.36 4.44 -3.25
H -4.53 5.33 -4.00
H -0.17 4.72 -0.85
H 1.58 5.99 -2.02
H 2.52 5.14 -4.15
H 1.70 3.03 -5.11
H 0.77 1.12 -5.83
H -0.34 -1.00 -6.36
H -2.02 -1.96 -4.83
H -2.59 -0.79 -2.73
```

Formally, the Mulliken partial charges of the atoms, in units of the elementary charge, are as follows: 0.7873 -0.7269 -0.3650 -0.9090 0.3706 0.0369 -0.9990 -0.8561 0.2243 -0.4938 0.1342 -0.5728 -0.8854 0.6873 0.3707 0.7146 0.3653 0.3288 0.3528 0.3207 -0.0324 0.3368 -0.2519 0.3216 -0.0064 -0.2335 0.6620 -0.0175 -0.9885 -0.5309 0.4846 -0.2293 0.0655 -0.2309 -0.4885 0.3192 -0.5206 -0.5674 0.3280 0.2865 0.4108 0.3192 -0.3813 -0.6931 -0.4205 0.3636 -0.1333 -0.8099 0.3861 0.1473 -0.7991 -0.7754 -0.6215 -0.5337 0.9753 0.2804 -0.4344 -0.7965 -0.6252 -0.2900 0.2136 0.3477 0.3817 0.4293 0.3726 0.3714 0.3263 0.3517 0.3502 0.3316 0.3190 0.3520 0.3731 0.3194

# 3
Computed, not measured: C33H26As2N2O8Pd as an isolated structure at a distorted geometry, with ωB97M-V/def2-TZVPD.

Properties
HOMO level (alpha / beta) = -0.78 / -0.78 eV
relative energy (zero: lowest compared OMol25 entry of this formula, charge and spin) = 353.5 kJ/mol
net charge = -2
Kohn-Sham gap (alpha / beta) = 0.1800 / 0.1800 hartree

```
72
C33H26As2N2O8Pd, DFT ωB97M-V/def2-TZVPD
Pd -0.09 -0.06 -0.13
C 2.44 1.54 1.40
C 1.82 1.01 2.69
As 0.06 0.10 2.48
C -1.12 1.73 2.39
C -1.21 2.47 1.20
C -1.97 3.64 1.13
C -2.71 4.05 2.22
C -2.72 3.28 3.37
C -1.92 2.15 3.45
C -0.09 -0.10 4.51
C 0.19 0.90 5.45
C 0.10 0.64 6.81
C -0.25 -0.63 7.26
C -0.52 -1.63 6.34
C -0.43 -1.36 4.97
As 2.56 0.16 -0.02
C 4.47 -0.32 0.30
C 4.82 -0.85 1.54
C 6.13 -1.24 1.82
C 7.11 -1.12 0.84
C 6.77 -0.62 -0.41
C 5.46 -0.23 -0.67
C 2.91 1.47 -1.45
C 3.85 2.49 -1.28
C 4.08 3.42 -2.28
C 3.35 3.36 -3.46
C 2.42 2.35 -3.64
C 2.19 1.41 -2.64
H 3.42 1.96 1.61
H 1.81 2.33 0.99
H 1.73 1.83 3.41
H 2.47 0.26 3.14
H -0.40 2.11 0.12
H -1.98 4.20 0.20
H -3.32 4.95 2.16
H -3.33 3.57 4.22
H -1.94 1.57 4.37
H 0.46 1.90 5.12
H 0.31 1.43 7.53
H -0.32 -0.83 8.32
H -0.80 -2.62 6.68
H -0.64 -2.14 4.25
H 4.07 -0.97 2.31
H 6.38 -1.64 2.79
H 8.13 -1.42 1.05
H 7.52 -0.53 -1.18
H 5.22 0.16 -1.66
H 4.43 2.55 -0.36
H 4.81 4.21 -2.13
H 3.52 4.09 -4.24
H 1.84 2.29 -4.55
H 1.43 0.64 -2.78
O -0.90 -1.03 -4.35
C -0.89 -1.10 -3.11
O -0.32 -0.25 -2.36
C -1.65 -2.32 -2.51
C -2.21 -3.13 -3.45
C -2.94 -4.29 -3.14
C -3.12 -4.66 -1.82
C -2.58 -3.89 -0.82
C -1.81 -2.66 -1.07
O -1.34 -2.00 -0.13
N -2.83 -4.37 0.53
O -3.49 -5.41 0.66
O -2.39 -3.77 1.49
N -3.50 -5.10 -4.17
O -4.14 -6.11 -3.87
O -3.34 -4.76 -5.34
H -2.08 -2.85 -4.49
H -3.68 -5.55 -1.58
O -1.32 1.60 -0.02
```

Formally, the Mulliken partial charges of the atoms, in units of the elementary charge, are as follows: -0.3666 -1.0521 -1.0063 0.9994 0.6951 0.4378 -0.7457 -0.4661 -0.6990 -0.4539 -0.0968 0.1161 -0.7276 -0.4313 -0.5110 -0.6768 0.9487 0.0290 -0.4713 -0.6603 -0.3674 -0.6078 -0.2561 -0.0364 0.2635 -0.6886 -0.3279 -0.6668 -0.5179 0.5466 0.4856 0.3645 0.4057 -0.1433 0.4499 0.3444 0.3952 0.4372 0.3157 0.3677 0.3456 0.3945 0.4152 0.2960 0.3726 0.3471 0.3652 0.4312 0.2640 0.3749 0.3440 0.4756 0.2902 -0.8122 0.0747 -0.4459 -0.2191 -0.2964 -0.5453 0.0797 -0.5474 0.7958 -0.4792 0.9624 -0.7294 -0.5889 1.0536 -0.7072 -0.6914 0.6204 0.6181 -0.4833

# 4
Computed, not measured: C33H26BiF12N5O8 as an isolated structure at a distorted geometry, with ωB97M-V/def2-TZVPD.

Properties
HOMO level = -2.10 eV
relative energy (zero: lowest compared OMol25 entry of this formula, charge and spin) = 50.4 kJ/mol
net charge = -2
Kohn-Sham gap = 0.2300 hartree

```
85
C33H26BiF12N5O8, DFT ωB97M-V/def2-TZVPD
Bi -0.54 -0.51 0.20
C 5.96 -0.84 3.26
C 4.85 -0.76 2.23
C 4.99 -0.04 1.05
C 3.93 0.09 0.17
C 2.66 -0.48 0.41
N 1.58 -0.23 -0.42
C 1.64 0.65 -1.52
C 2.17 1.94 -1.41
C 2.22 2.81 -2.48
C 1.71 2.42 -3.72
C 1.81 3.32 -4.93
C 1.12 1.17 -3.82
C 1.05 0.28 -2.75
C 0.36 -1.11 -2.89
O -0.44 -1.51 -1.86
C 1.50 -2.16 -3.16
F 1.01 -3.42 -3.15
F 2.10 -1.97 -4.38
F 2.48 -2.10 -2.25
C -0.63 -1.14 -4.13
F -0.09 -1.03 -5.37
F -1.52 -0.12 -4.01
F -1.34 -2.29 -4.13
C 2.59 -1.39 1.51
C 3.67 -1.45 2.40
C 1.47 -2.44 1.69
O 0.29 -2.32 1.01
C 1.14 -2.70 3.24
F -0.11 -3.18 3.38
F 1.97 -3.64 3.81
F 1.24 -1.61 4.01
C 2.04 -3.80 1.13
F 2.13 -3.72 -0.20
F 3.27 -4.15 1.60
F 1.20 -4.83 1.43
H 6.64 0.01 3.16
H 6.55 -1.76 3.16
H 5.54 -0.83 4.27
H 5.94 0.44 0.81
H 4.08 0.64 -0.75
H 2.52 2.26 -0.43
H 2.63 3.80 -2.35
H 2.09 4.34 -4.64
H 0.86 3.36 -5.46
H 2.56 2.95 -5.63
H 0.71 0.89 -4.78
H 3.60 -2.10 3.26
O -3.43 4.96 3.19
C -3.03 3.75 2.68
C -3.85 3.02 1.84
C -3.37 1.82 1.32
N -2.17 1.35 1.64
C -1.40 2.05 2.48
C -1.78 3.27 3.01
C -0.03 1.47 2.84
O 0.65 2.08 3.66
O 0.28 0.37 2.25
C -4.23 1.06 0.30
O -5.44 0.97 0.59
O -3.61 0.64 -0.71
H -4.30 5.15 2.83
H -4.85 3.35 1.57
H -1.11 3.80 3.67
N -4.49 -3.44 3.45
C -4.03 -3.29 2.15
C -3.03 -2.36 1.84
N -2.60 -2.23 0.60
C -3.15 -2.97 -0.37
C -4.15 -3.86 -0.05
N -4.59 -4.03 1.21
H -3.88 -3.13 4.18
H -5.01 -4.28 3.62
H -2.56 -1.74 2.61
H -2.76 -2.83 -1.37
H -4.63 -4.47 -0.81
C -2.00 3.60 -2.65
C -1.54 3.08 -1.29
O -1.56 1.67 -1.25
H -2.02 4.70 -2.66
H -3.01 3.22 -2.87
H -1.32 3.25 -3.43
H -2.17 3.50 -0.50
H -0.52 3.40 -1.11
H -2.47 1.36 -1.03
```

Formally, the Mulliken partial charges of the atoms, in units of the elementary charge, are as follows: 3.0968 -1.6212 0.1693 -1.1704 -0.8398 0.9270 0.3340 0.2855 0.0511 -1.3706 0.7734 -1.7144 -0.6090 -1.1781 2.4927 -1.2926 0.3047 -0.2870 -0.3374 -0.1857 -0.1105 -0.2793 -0.1358 -0.2728 -0.4383 -0.7131 1.9185 -1.1588 0.2448 -0.2119 -0.3073 -0.1973 0.1733 -0.0849 -0.2996 -0.3029 0.3867 0.2796 0.3815 0.3180 0.4983 0.6254 0.2065 0.3782 0.3778 0.3422 0.5090 0.4441 -0.5873 1.2581 -0.8330 -0.3842 0.4934 0.2312 -1.0261 -0.2044 -0.8075 -0.2714 0.2438 -0.8023 -0.5772 0.2830 0.3624 0.5487 -0.5171 0.3730 -0.2490 0.3986 -0.5186 -0.4874 -0.6974 0.2359 0.2610 0.0381 0.3740 0.3642 -1.4107 0.0574 0.1858 0.4113 0.3352 0.1266 0.0569 0.3246 0.0105

# 5
Computed, not measured: C33H26Cl5IrP2 as an isolated structure at a distorted geometry, with ωB97M-V/def2-TZVPD.

Properties
HOMO level = -13.78 eV
relative energy (zero: lowest compared OMol25 entry of this formula, charge and spin) = 214.3 kJ/mol
net charge = +2
Kohn-Sham gap = 0.2328 hartree

```
67
C33H26Cl5IrP2, DFT ωB97M-V/def2-TZVPD
Ir 0.66 1.25 -0.97
Cl 3.07 1.46 -1.30
C 2.81 2.89 -0.32
C 1.52 2.87 0.14
C 1.18 3.93 0.98
Cl -0.42 4.17 1.58
C 2.15 4.91 1.30
Cl 1.72 6.21 2.32
C 3.45 4.85 0.80
Cl 4.60 6.04 1.19
C 3.80 3.80 -0.05
Cl 5.36 3.62 -0.72
C -1.14 -0.25 2.38
C -1.71 1.12 2.01
P -2.71 1.63 0.53
C -3.79 0.23 0.13
C -4.31 -0.55 1.16
C -5.24 -1.54 0.90
C -5.68 -1.76 -0.41
C -5.18 -0.97 -1.44
C -4.26 0.02 -1.17
C -1.52 1.58 -0.92
C -0.93 2.78 -1.38
C -0.04 2.82 -2.48
C 0.21 1.68 -3.24
C -0.39 0.46 -2.86
C -1.24 0.43 -1.74
C 0.36 -0.42 2.10
P 0.89 -0.67 0.37
C 2.63 -1.11 0.41
C 3.26 -1.51 -0.77
C 4.60 -1.83 -0.78
C 5.34 -1.74 0.40
C 4.73 -1.34 1.57
C 3.38 -1.02 1.58
C 0.03 -2.20 -0.14
C -1.36 -2.31 -0.15
C -1.99 -3.52 -0.43
C -1.23 -4.64 -0.71
C 0.15 -4.56 -0.69
C 0.78 -3.36 -0.40
H -1.71 -1.08 1.99
H -1.23 -0.33 3.47
H -0.91 1.86 2.04
H -2.38 1.44 2.81
H -4.00 -0.39 2.19
H -5.64 -2.14 1.71
H -6.41 -2.53 -0.61
H -5.54 -1.12 -2.45
H -3.92 0.65 -1.99
H -1.09 3.69 -0.80
H 0.44 3.76 -2.73
H 0.89 1.72 -4.08
H -0.20 -0.45 -3.41
H -1.69 -0.52 -1.50
H 0.71 -1.32 2.61
H 0.92 0.43 2.49
H 2.69 -1.58 -1.70
H 5.08 -2.14 -1.70
H 6.40 -1.99 0.39
H 5.30 -1.28 2.49
H 2.92 -0.72 2.52
H -2.00 -1.48 0.09
H -3.07 -3.56 -0.43
H -1.72 -5.59 -0.94
H 0.75 -5.43 -0.89
H 1.86 -3.34 -0.37
```

Formally, the Mulliken partial charges of the atoms, in units of the elementary charge, are as follows: 2.0061 -0.1246 0.9741 -0.8899 0.9401 -0.1181 -0.3884 -0.1354 0.8018 -0.1287 -0.5846 -0.1625 -0.6442 -0.5814 -0.2616 0.4442 -0.0502 -0.8171 -0.5939 -0.7259 -0.0189 0.2741 -0.9103 -1.1126 -0.6187 -1.5506 -0.0891 -1.3991 2.0543 0.4422 -0.6033 -0.7186 -0.7362 -0.7762 -1.0680 0.9098 0.5519 -0.9135 -0.7836 -0.9298 -1.0577 0.2004 0.4770 -0.0332 0.6455 0.3837 0.4350 0.4434 0.4534 0.4419 1.1054 0.5682 0.4993 0.5266 1.1843 0.7386 0.5465 0.5170 0.4749 0.4505 0.4638 0.3711 -0.7141 0.5234 0.4366 0.4681 0.4864

# 6
Computed, not measured: C33H26N10O8RuS as an isolated structure at a distorted geometry, with ωB97M-V/def2-TZVPD.

Properties
HOMO level (alpha / beta) = -10.56 / -11.31 eV
net charge = +1
Kohn-Sham gap (alpha / beta) = 0.2512 / 0.1998 hartree
multiplicity = 6

```
79
C33H26N10O8RuS, DFT ωB97M-V/def2-TZVPD
Ru 0.30 0.05 0.06
O 1.18 -2.41 -2.47
C 0.92 -2.44 -1.28
O -0.15 -1.93 -0.75
C 1.89 -3.04 -0.31
C 2.48 -4.26 -0.54
C 3.39 -4.76 0.39
C 3.65 -4.09 1.56
C 3.03 -2.88 1.80
C 2.20 -2.24 0.82
O 1.84 -1.00 0.91
N 3.19 -2.32 3.12
O 2.27 -1.65 3.57
O 4.17 -2.62 3.77
N 4.05 -6.04 0.13
O 4.72 -6.52 1.03
O 3.90 -6.53 -0.97
H 2.24 -4.84 -1.42
H 4.31 -4.52 2.30
C -0.35 4.17 3.34
N -1.24 3.42 2.46
C -2.58 3.17 2.72
C -3.09 2.49 1.69
N -2.04 2.29 0.80
C -0.91 2.90 1.27
S 0.58 2.95 0.47
C -2.10 1.85 -0.55
C -2.87 2.59 -1.45
C -2.52 2.55 -2.81
C -1.51 1.73 -3.21
C -0.99 0.67 -2.30
N -1.23 0.93 -0.88
H -0.70 5.20 3.43
H 0.65 4.17 2.91
H -0.31 3.71 4.32
H -3.05 3.50 3.63
H -4.08 2.10 1.51
H -3.60 3.30 -1.08
H -2.99 3.22 -3.51
H -1.15 1.71 -4.23
H 0.57 -0.61 -2.40
N 2.59 0.83 5.77
C 1.77 1.60 5.04
O 1.80 2.82 4.98
C 0.72 0.85 4.26
C -0.31 0.14 4.85
C -1.28 -0.44 4.04
C -1.18 -0.29 2.68
N -0.17 0.37 2.10
C 0.77 0.92 2.88
H 3.35 1.26 6.27
H 2.60 -0.17 5.63
H -0.35 0.03 5.93
H -2.11 -0.98 4.47
H -1.92 -0.72 2.01
H 1.57 1.46 2.39
C -1.21 -1.13 -4.02
C -1.66 -0.57 -2.87
N 0.49 0.42 -2.31
C 1.17 0.84 -3.50
C 0.94 0.17 -4.67
C -0.11 -0.78 -4.85
C 1.83 0.45 -5.82
C 3.16 0.56 -5.73
C 3.98 0.28 -4.53
C 3.89 -0.93 -3.83
C 4.75 -1.08 -2.76
N 5.59 -0.13 -2.38
C 5.60 0.98 -3.10
N 4.85 1.22 -4.17
H -1.78 -1.98 -4.37
H -2.54 -0.95 -2.36
H 1.87 1.66 -3.42
H -0.06 -1.33 -5.78
H 1.36 0.61 -6.78
H 3.73 0.87 -6.60
H 3.19 -1.70 -4.11
H 4.76 -2.00 -2.18
H 6.29 1.77 -2.80
```

Formally, the Mulliken partial charges of the atoms, in units of the elementary charge, are as follows: 0.4050 -0.5222 0.0164 -0.6800 0.4300 -0.3149 -0.5821 -0.2810 -0.3426 0.8555 -0.6549 0.8599 -0.5269 -0.6253 1.0395 -0.6070 -0.6064 0.6063 0.6318 -1.0266 0.2591 -0.8258 -0.4734 0.6925 0.1184 -0.3052 0.0615 -0.8543 -0.9968 -0.8871 2.2376 0.2690 0.3832 0.3508 0.3893 0.5194 0.5822 0.5495 0.4874 0.5168 -0.2086 -0.2782 -0.3492 -0.6181 -0.1790 0.1524 -1.3972 -0.6173 1.2770 0.0533 0.2900 0.2080 0.5617 0.4851 0.5490 0.5565 -0.8210 -1.0124 0.6023 -1.6676 1.8710 -0.7562 -0.9661 -0.6000 0.3068 -0.1557 -0.2226 -0.6196 -0.2264 -0.6104 0.4693 0.5480 0.4273 0.5261 0.4831 0.4045 0.4146 0.5290 0.4421